Entry 1:
Density functional theory data (ωB97M-V with the def2-TZVPD basis set) for a cluster of 2 separate species, C28H30BrF2INO8P in total at a distorted geometry.

The HOMO-LUMO gap comes out at 6.797 eV. The SMILES is CC(C)CCc1cc2c(c(CCCI)c1F)C(=O)c1c(cc(Br)c(P(O)O)c1CCC(N)=O)C2=O.O=C1OC[C@@H](F)O1. The multiplicity is 1.

XYZ file:
```
72
C28H30BrF2INO8P (ωB97M-V with the def2-TZVPD basis set)
C 3.85 0.18 1.91
C 4.62 -0.46 0.61
C 3.84 -1.79 -0.03
C 5.02 0.61 -0.57
C 3.95 1.84 -0.78
C 2.39 1.38 -0.99
C 1.26 2.13 -0.02
C -0.34 1.77 -0.19
C -0.93 0.68 -1.30
C 0.20 -0.09 -2.21
C -0.20 -1.21 -3.35
C -0.59 -2.69 -2.75
C -1.33 -3.54 -3.96
I -0.10 -3.80 -5.76
C 1.82 0.27 -2.04
F 2.85 -0.44 -2.89
C -2.58 0.43 -1.43
O -3.03 0.19 -2.67
C -3.46 0.58 -0.06
C -2.85 1.66 1.05
C -3.61 1.93 2.48
C -5.04 1.13 2.78
Br -5.85 1.56 4.60
C -5.73 0.05 1.71
P -7.39 -0.78 2.14
O -8.32 -1.20 0.69
O -8.50 0.35 2.95
C -4.87 -0.20 0.30
C -5.48 -1.31 -0.79
C -5.62 -2.82 -0.08
C -4.83 -4.00 -0.90
N -4.22 -5.15 -0.07
O -4.67 -4.04 -2.25
C -1.45 2.53 0.77
O -1.25 3.75 1.28
H 4.41 -0.22 2.88
H 3.91 1.36 1.97
H 2.75 -0.22 1.93
H 5.66 -0.89 1.02
H 4.12 -2.68 0.69
H 2.68 -1.63 -0.02
H 4.24 -1.97 -1.14
H 5.27 0.06 -1.59
H 6.05 1.10 -0.23
H 4.28 2.38 -1.79
H 4.11 2.63 0.07
H 1.63 2.95 0.77
H -1.02 -0.75 -4.07
H 0.76 -1.38 -4.03
H -1.28 -2.57 -1.79
H 0.44 -3.21 -2.48
H -2.30 -2.94 -4.27
H -1.62 -4.59 -3.50
H -3.13 2.68 3.25
H -9.03 -0.48 0.57
H -8.62 1.13 2.30
H -4.79 -1.48 -1.72
H -6.53 -0.96 -1.22
H -5.17 -2.70 0.99
H -6.73 -3.17 0.03
H -3.55 -4.78 0.64
H -3.79 -5.87 -0.69
O 6.04 1.93 3.95
C 6.49 2.79 3.21
O 7.45 3.69 3.57
C 7.78 4.41 2.40
C 6.56 4.25 1.57
F 6.86 4.24 0.25
O 6.08 2.97 1.92
H 8.67 3.97 1.94
H 7.99 5.46 2.63
H 5.78 5.00 1.76
```

These are the Mulliken partial charges, in e, on atoms 1 to 8: -0.758, 0.288, -1.045, -0.567, -0.490, 0.703, -0.811, 0.216



Entry 2:
Density functional theory data (ωB97M-V with the def2-TZVPD basis set) for a structure of composition C28H30BrF4GaN3O3.

The HOMO-LUMO gap comes out at 6.860 eV. The multiplicity is 1. The net charge is +1.

XYZ file:
```
70
C28H30BrF4GaN3O3 (ωB97M-V with the def2-TZVPD basis set)
Ga -0.47 0.61 0.71
C -2.77 2.70 -1.10
C -1.26 2.78 -1.28
N -0.43 2.50 -0.05
C 1.00 2.84 -0.36
C 1.55 2.15 -1.60
C -0.86 3.33 1.12
C -1.59 2.50 2.16
N -0.74 1.33 2.38
C -0.59 0.69 3.60
C 0.48 -0.17 3.80
F 1.35 -0.35 2.77
C 0.69 -0.86 4.97
F 1.76 -1.66 5.06
C -0.17 -0.72 6.04
C -1.24 0.12 5.87
F -2.13 0.28 6.85
C -1.46 0.80 4.68
F -2.57 1.56 4.58
H -3.23 2.99 -2.04
H -3.14 3.38 -0.33
H -3.10 1.69 -0.86
H -0.99 3.79 -1.60
H -0.95 2.08 -2.05
H 1.58 2.57 0.52
H 1.07 3.92 -0.48
H 1.31 1.09 -1.63
H 2.64 2.23 -1.61
H 1.18 2.60 -2.52
H -1.46 4.17 0.78
H 0.04 3.73 1.58
H -2.58 2.21 1.80
H -1.73 3.09 3.06
H -0.01 -1.24 6.97
C 5.49 -0.70 -4.21
C 4.36 -0.97 -3.26
C 3.28 -1.76 -3.64
C 2.22 -2.00 -2.78
C 1.08 -2.87 -3.25
C 2.24 -1.37 -1.51
C 1.05 -1.50 -0.75
O 0.71 -0.73 0.19
C 3.36 -0.61 -1.07
C 3.52 -0.08 0.33
C 4.40 -0.44 -1.96
H 5.38 -1.26 -5.13
H 6.45 -0.96 -3.75
H 5.53 0.36 -4.45
H 3.27 -2.20 -4.63
H 1.28 -3.25 -4.25
H 0.13 -2.33 -3.27
H 0.94 -3.73 -2.59
H 0.39 -2.33 -0.95
H 3.02 -0.69 1.07
H 3.11 0.93 0.42
H 4.57 -0.02 0.58
H 5.28 0.11 -1.64
Br -6.03 -2.81 2.66
C -5.11 -2.78 1.02
C -5.48 -3.66 0.01
N -4.87 -3.69 -1.18
C -3.86 -2.84 -1.37
C -3.43 -1.93 -0.41
C -4.08 -1.90 0.82
C -2.28 -1.04 -0.72
O -1.60 -1.18 -1.72
O -2.09 -0.07 0.15
H -6.30 -4.35 0.16
H -3.37 -2.88 -2.34
H -3.77 -1.20 1.58
```

These are the Mulliken partial charges, in e, on atoms 1 to 8: -1.498, -1.287, -0.515, 1.111, -0.790, -1.353, -1.118, -0.665



Entry 3:
Density functional theory data (ωB97M-V with the def2-TZVPD basis set) for a structure of composition C28H30Cl5N3O4ReSi.

The HOMO-LUMO gap (spin up / spin down) comes out at 7.833 / 7.949 eV. The multiplicity is 4.

XYZ file:
```
72
C28H30Cl5N3O4ReSi (ωB97M-V with the def2-TZVPD basis set)
Re -0.33 -0.48 -0.21
C -2.76 -3.71 -1.43
C -2.05 -2.85 -0.44
O -1.93 -1.60 -0.81
C -1.63 -3.35 0.78
C -1.27 -2.50 1.86
C -1.59 -2.91 3.26
N -0.76 -1.32 1.63
N -0.93 -0.35 2.63
C -1.36 0.73 2.07
O -1.53 0.82 0.75
C -1.71 1.92 2.88
C -1.52 1.90 4.26
C -1.85 3.01 5.02
C -2.38 4.13 4.41
C -2.58 4.15 3.03
C -2.24 3.05 2.27
H -2.15 -3.80 -2.33
H -3.70 -3.23 -1.71
H -2.97 -4.70 -1.03
H -1.85 -4.38 1.00
H -1.67 -4.00 3.32
H -2.55 -2.48 3.56
H -0.84 -2.55 3.96
H -1.10 1.01 4.72
H -1.69 2.99 6.09
H -2.64 5.00 5.00
H -2.99 5.03 2.55
H -2.38 3.06 1.20
Cl -3.86 -1.14 -6.48
C -2.84 -0.70 -5.16
C -3.03 0.50 -4.49
Cl -4.31 1.55 -4.96
C -2.21 0.85 -3.43
Cl -2.47 2.31 -2.55
C -1.16 0.02 -3.02
O -0.37 0.38 -2.01
C -0.97 -1.18 -3.71
Cl 0.29 -2.23 -3.20
C -1.80 -1.54 -4.77
Cl -1.56 -3.04 -5.57
C 0.61 3.69 -1.37
O 0.04 3.01 -0.26
H -0.10 4.39 -1.83
H 0.96 2.99 -2.14
H 1.46 4.25 -1.00
H -0.72 2.50 -0.58
C 1.99 -3.36 0.59
Si 2.59 -1.61 0.84
C 4.35 -1.53 0.23
C 2.52 -1.10 2.64
N 1.60 -0.49 -0.14
C 2.38 0.51 -0.82
C 2.75 0.36 -2.15
C 3.57 1.29 -2.76
C 4.03 2.39 -2.04
C 3.66 2.55 -0.72
C 2.83 1.62 -0.11
H 2.64 -4.04 1.16
H 2.06 -3.64 -0.46
H 0.96 -3.53 0.91
H 4.96 -2.25 0.78
H 4.79 -0.54 0.35
H 4.41 -1.79 -0.83
H 3.09 -1.80 3.25
H 1.49 -1.07 3.02
H 2.95 -0.11 2.76
H 2.39 -0.50 -2.70
H 3.85 1.16 -3.80
H 4.68 3.12 -2.52
H 4.00 3.41 -0.15
H 2.50 1.76 0.92
```

These are the Mulliken partial charges, in e, on atoms 1 to 8: 0.905, -1.303, 1.019, -0.529, -1.843, 1.501, -1.561, 0.564



Summary of energy relative to the best compared isomer or geometry (same formula, charge and spin) in kJ/mol
1311.60 23.10 36.49
(order as listed above)